The following is a DFT calculation (ωB97M-V/def2-TZVPD) of a 3-piece molecular cluster, C5H12O2 overall at a distorted geometry.

For the HOMO energy, the calculation gives -7.54 eV. The orbital gap comes out at 4.9484 eV.

```
! RIJCOSX wB97M-V def2-TZVPD def2/J DEFGRID3
* xyz 0 1
C -2.98 0.88 0.57
C -1.70 0.21 0.35
C -1.42 -1.08 0.62
C -0.10 -1.50 0.63
C 1.01 -0.75 0.19
H -2.83 1.83 1.07
H -3.51 1.13 -0.36
H -3.69 0.27 1.13
H -0.86 0.88 0.13
H -2.23 -1.75 0.86
H 0.11 -2.52 0.94
H 1.87 -1.30 0.57
H 1.21 -0.76 -0.89
H 3.66 0.01 -2.44
H 1.10 0.30 0.54
O 3.14 -0.36 -1.71
H 2.71 0.46 -1.19
H 2.32 2.49 -0.57
O 2.18 1.55 -0.44
*
```

***

The following is a DFT calculation (ωB97M-V/def2-TZVPD) of a 3-piece molecular cluster, C5H12O2 overall at a distorted geometry.

As for the SMILES: C=C/C=C/C.O.O. For the HOMO energy, the calculation gives -8.60 eV. The orbital gap comes out at 9.3592 eV.

```
! RIJCOSX wB97M-V def2-TZVPD def2/J DEFGRID3
* xyz 0 1
C 0.86 2.07 1.70
C -0.40 1.75 1.44
C -0.93 0.41 1.18
C -0.24 -0.73 1.18
C -0.68 -2.15 0.93
H 1.19 3.07 1.96
H 1.63 1.33 1.53
H -1.10 2.57 1.57
H -2.01 0.26 1.26
H 0.84 -0.64 1.07
H -1.19 -2.47 1.84
H 0.09 -2.91 0.80
H -1.32 -2.24 0.06
O 1.88 0.27 -2.50
H 1.23 -0.07 -1.87
H 2.28 -0.56 -2.80
O -0.73 -0.29 -2.88
H -0.05 -0.12 -3.54
H -1.35 0.43 -2.92
*
```

***

The following is a DFT calculation (ωB97M-V/def2-TZVPD) of a 3-piece molecular cluster, C5H12O2 overall.

As for the SMILES: C=CCC.C=O.O. For the HOMO energy, the calculation gives -9.07 eV. The orbital gap comes out at 9.6375 eV.

```
! RIJCOSX wB97M-V def2-TZVPD def2/J DEFGRID3
* xyz 0 1
C 1.49 -0.61 0.10
C 0.51 -0.03 -0.60
C -0.59 -0.77 -1.31
C -1.75 0.08 -1.80
H 2.47 -0.16 0.12
H 1.41 -1.63 0.48
H 0.61 1.01 -0.89
H -0.07 -1.19 -2.18
H -0.93 -1.64 -0.72
H -2.35 -0.47 -2.54
H -2.40 0.40 -0.98
H -1.38 0.98 -2.29
C 1.62 0.70 2.10
O 0.70 0.32 2.80
H 1.54 1.54 1.40
H 2.63 0.31 2.25
O -1.23 0.69 1.10
H -1.66 -0.17 1.11
H -0.61 0.65 1.86
*
```

***

The following is a DFT calculation (ωB97M-V/def2-TZVPD) of a 2-piece molecular cluster, C5H12O2 overall.

As for the SMILES: CC/C=C/CO.O. For the HOMO energy, the calculation gives -9.39 eV. The orbital gap comes out at 10.2984 eV.

```
! RIJCOSX wB97M-V def2-TZVPD def2/J DEFGRID3
* xyz 0 1
C 0.01 -0.88 -2.24
C -0.70 0.34 -1.57
C -0.35 0.43 -0.11
C 0.48 1.32 0.43
C 0.71 1.42 1.92
O 1.73 0.50 2.33
H 0.63 -0.58 -3.08
H -0.66 -1.67 -2.57
H 0.65 -1.34 -1.48
H -1.79 0.28 -1.61
H -0.35 1.21 -2.13
H -0.89 -0.23 0.56
H 0.89 2.13 -0.16
H -0.19 1.28 2.51
H 1.06 2.44 2.14
H 2.54 0.97 2.46
O -1.52 -2.25 0.96
H -1.65 -3.20 0.95
H -0.59 -2.16 0.70
*
```

***

The following is a DFT calculation (ωB97M-V/def2-TZVPD) of C5H12O2 as an isolated structure.

For the HOMO energy (spin up / spin down), the calculation gives -7.56 / -7.45 eV. The orbital gap (spin up / spin down) comes out at 8.1508 / 8.0108 eV.

```
! RIJCOSX wB97M-V def2-TZVPD def2/J DEFGRID3
* xyz 0 1
C -2.75 0.34 0.36
O -1.57 0.38 -0.20
C -0.46 -0.05 0.30
C 0.82 0.18 -0.44
C 1.92 0.58 0.54
C 1.24 -1.06 -1.23
O 0.33 -1.40 -2.25
H -2.95 -0.41 1.12
H -1.80 1.35 1.89
H -3.52 0.77 -0.23
H -1.03 1.27 1.96
H -0.53 -0.76 1.11
H 0.66 0.98 -1.16
H 2.87 0.75 0.01
H 2.09 -0.20 1.29
H 1.66 1.50 1.06
H 2.19 -0.88 -1.73
H 1.38 -1.90 -0.53
H -0.55 -1.42 -1.84
*
```

***

The following is a DFT calculation (ωB97M-V/def2-TZVPD) of a 2-piece molecular cluster, C5H12O2 overall.

As for the SMILES: C=C[C@@H](C)O.CO. For the HOMO energy, the calculation gives -9.35 eV. The orbital gap comes out at 10.1026 eV.

```
! RIJCOSX wB97M-V def2-TZVPD def2/J DEFGRID3
* xyz 0 1
C 0.55 1.65 0.76
C 0.12 1.02 -0.32
C -1.25 0.40 -0.41
C -1.56 -0.17 -1.79
O -1.37 -0.62 0.60
H -0.06 1.70 1.65
H 1.53 2.11 0.81
H 0.75 0.93 -1.20
H -1.96 1.20 -0.17
H -0.90 -1.01 -2.01
H -2.60 -0.50 -1.85
H -1.41 0.60 -2.56
H -2.24 -1.03 0.50
C 2.04 -0.98 1.19
O 1.28 -1.35 0.07
H 2.62 -1.83 1.50
H 2.74 -0.18 0.93
H 1.48 -0.64 2.06
H 0.34 -1.37 0.33
*
```